# 1
# C26H33INO3

A gas-phase ion, C26H33INO3 (charge +1) in a non-equilibrium geometry (ωB97M-V with the def2-TZVPD basis set, the Open Molecules 2025 dataset).

Summary:
Charge: +1
Spin multiplicity: 1
Structure (SMILES): C#C[n+]1cc(CC(=O)I)c(CCCCC)c(OCCOCC)c1Cc1ccccc1C
E_LUMO (eV): -4.86

Last column: natural (NBO) charge in e.
Atoms and positions in Å:
C1 -0.7031 -2.9565 -4.8743  -0.161
C2 -0.1145 -2.0007 -3.9920  0.082
N1 0.6106 -1.3936 -2.7764  -0.409
C3 2.0945 -1.0543 -3.0292  0.085
C4 3.0708 -0.3982 -1.8771  -0.023
C5 4.6621 -0.1260 -2.2982  -0.547
C6 5.5903 -1.4496 -1.8698  0.394
O1 5.1369 -2.3581 -0.9705  -0.538
I1 7.6202 -1.8005 -2.7252  0.175
C7 2.4277 -0.0786 -0.4022  0.126
C8 3.3669 0.6119 0.7943  -0.480
C9 3.7186 2.1495 0.2379  -0.414
C10 2.9181 3.3314 1.0442  -0.427
C11 1.4949 3.7954 0.3174  -0.417
C12 0.2768 3.5363 1.4007  -0.641
C13 0.8301 -0.4764 -0.1922  0.274
O2 0.2606 -0.2233 1.1730  -0.544
C14 0.5314 -1.5239 1.8698  -0.108
C15 0.3829 -1.4364 3.5003  -0.115
O3 -0.5131 -2.5728 3.8946  -0.556
C16 -1.8357 -2.0679 4.3127  -0.081
C17 -2.6677 -1.4672 3.0281  -0.664
C18 -0.0792 -1.1452 -1.4264  0.311
C19 -1.6442 -1.5542 -1.1599  -0.510
C20 -2.6793 -0.2913 -1.0135  -0.058
C21 -2.3204 1.2139 -0.4717  -0.223
C22 -3.4925 2.3993 -0.3371  -0.229
C23 -5.0872 2.1446 -0.7286  -0.206
C24 -5.4520 0.6124 -1.2887  -0.225
C25 -4.2777 -0.5631 -1.4157  0.003
C26 -4.8247 -2.0330 -1.9842  -0.682
H1 -0.9990 -3.8234 -5.6397  0.332
H2 2.5941 -1.2959 -4.0832  0.281
H3 5.1404 0.7819 -1.7358  0.286
H4 4.7665 0.0970 -3.4513  0.276
H5 2.7969 0.6349 1.8334  0.259
H6 4.3426 -0.0218 0.9720  0.267
H7 3.3598 2.2198 -0.8984  0.213
H8 4.8993 2.3156 0.1850  0.234
H9 3.6139 4.3012 1.0196  0.232
H10 2.7435 3.0872 2.1753  0.220
H11 1.5380 4.9747 0.1584  0.223
H12 1.3131 3.2793 -0.7205  0.205
H13 0.5202 4.1780 2.3751  0.221
H14 0.3375 2.4048 1.7404  0.208
H15 -0.7825 3.8601 1.0232  0.223
H16 1.6262 -1.8817 1.5725  0.201
H17 -0.2431 -2.3134 1.4802  0.208
H18 1.4487 -1.7316 3.9487  0.215
H19 0.0163 -0.4049 3.9140  0.214
H20 -1.6219 -1.2582 5.1623  0.181
H21 -2.4329 -2.9634 4.8290  0.211
H22 -2.2485 -0.3777 2.8350  0.219
H23 -2.4431 -2.0701 2.0232  0.200
H24 -3.8042 -1.4974 3.3096  0.241
H25 -1.7102 -2.1799 -0.1459  0.270
H26 -2.0448 -2.2919 -1.9983  0.283
H27 -1.2273 1.4865 -0.1434  0.238
H28 -3.2424 3.5027 0.0439  0.242
H29 -5.9388 2.9426 -0.6243  0.252
H30 -6.5920 0.3940 -1.5616  0.245
H31 -6.0082 -2.0425 -1.9066  0.246
H32 -4.4468 -2.9372 -1.3038  0.229
H33 -4.5735 -2.1930 -3.1277  0.236

# 2
# C8H12N4O

A single C8H12N4O molecule in a non-equilibrium geometry (ωB97M-V with the def2-TZVPD basis set, the Open Molecules 2025 dataset).

Summary:
Spin multiplicity: 1
Energy above the lowest of the compared OMol25 structures with the same formula, charge and spin (eV): 2.3902
Structure (SMILES): NN/C(Cc1ccccc1)=N\NO
E_LUMO (eV): 0.82

Last column: natural (NBO) charge in e.
Atoms and positions in Å:
N1 -0.7838 2.2190 -0.6862  -0.655
N2 -1.6816 1.2248 -0.3425  -0.459
C1 -1.3520 0.3053 0.5925  0.454
C2 -0.1005 0.5636 1.4064  -0.477
C3 1.1444 0.1198 0.6783  -0.004
C4 2.1062 1.0248 0.2753  -0.219
C5 3.2297 0.6173 -0.4437  -0.201
C6 3.4405 -0.7455 -0.6359  -0.224
C7 2.4700 -1.6654 -0.2526  -0.208
C8 1.3516 -1.2365 0.4332  -0.222
N3 -2.0693 -0.7094 0.8388  -0.433
N4 -3.2245 -0.8354 0.0876  -0.196
O1 -2.8616 -1.1037 -1.2679  -0.612
H1 -0.2398 2.0071 -1.5128  0.350
H2 -1.3233 3.0651 -0.8559  0.359
H3 -2.2825 0.8522 -1.0541  0.398
H4 -0.2244 -0.0665 2.2635  0.242
H5 -0.0281 1.6219 1.6964  0.241
H6 1.9070 2.0656 0.4933  0.216
H7 3.9483 1.3573 -0.7664  0.214
H8 4.2743 -1.1558 -1.2092  0.213
H9 2.7097 -2.7463 -0.2834  0.214
H10 0.5146 -1.9095 0.5827  0.218
H11 -3.6420 -1.6951 0.3970  0.337
H12 -2.1465 -1.7600 -1.2122  0.451

# 3
# C3H9N2O2

3 unconnected molecules or ions with the total composition C3H9N2O2 in a non-equilibrium geometry (ωB97M-V with the def2-TZVPD basis set, the Open Molecules 2025 dataset).

Summary:
Charge: +1
Spin multiplicity: 1
Energy above the lowest of the compared OMol25 structures with the same formula, charge and spin (eV): 3.9675
E_LUMO (eV): -3.42

Last column: natural (NBO) charge in e.
Atoms and positions in Å:
C1 3.7604 0.0164 0.1404  0.451
C2 -0.8528 2.0753 -0.2082  -0.406
C3 -2.2774 0.3271 0.3619  -0.109
N1 0.8519 -2.1855 0.0387  -0.885
N2 -1.2261 0.6705 -0.2894  0.121
O1 4.5767 0.7333 -0.1398  -0.444
O2 -0.2976 -0.1253 -0.7337  -0.626
H1 -1.2895 2.3850 0.6866  0.214
H2 0.2162 2.0354 -0.1353  0.232
H3 -1.1615 2.5234 -1.0294  0.224
H4 -2.8669 1.1216 0.8159  0.214
H5 0.8715 -2.5865 -0.9035  0.445
H6 -2.6824 -0.6900 0.3687  0.215
H7 1.8065 -1.9483 0.3837  0.461
H8 0.4076 -2.8835 0.6992  0.435
H9 0.1633 -1.4689 -0.0559  0.456